DFT (ωB97M-V with the def2-TZVPD basis set) results for C25H28BF8LiO17 as an isolated structure in a non-equilibrium geometry.

```
80
Properties=species:S:1:pos:R:3
Li -0.70771 0.79264 0.64002
O -0.85827 2.70811 -0.40029
C -1.06337 2.79160 -1.58338
O -1.17973 1.84005 -2.46321
B -1.52814 2.39161 -3.79709
O -1.69268 3.81877 -3.57170
C -1.40316 4.12035 -2.32611
O -1.44824 5.19664 -1.84844
O -2.68767 1.70819 -4.38078
C -2.26818 0.90223 -5.34247
O -2.90523 0.05029 -5.87732
C -0.79616 1.23539 -5.63156
O -0.40911 2.13655 -4.74797
O -0.11889 0.71029 -6.45282
O -2.61121 1.03242 1.87113
C -2.62124 1.55919 2.93045
O -3.78447 1.92595 3.49377
C -3.56768 2.80639 4.61121
C -2.15460 2.50008 5.05751
C -1.47330 2.08906 3.75417
H -4.29883 2.55380 5.37182
H -3.67941 3.82674 4.24725
H -2.11326 1.65948 5.75714
H -1.61758 3.29351 5.57584
H -0.61851 1.43862 3.88543
H -1.15645 2.99476 3.22415
O -2.07515 -0.45496 -0.69818
C -2.13557 -1.51490 -1.23153
O -1.23063 -2.48903 -0.97110
C -1.56455 -3.71387 -1.67196
C -2.46106 -3.26342 -2.83882
C -3.12325 -2.00714 -2.26362
H -2.11114 -4.34445 -0.97050
H -0.61402 -4.13249 -1.99185
H -3.21145 -4.03473 -3.00045
H -1.89047 -3.05831 -3.73975
H -4.03660 -2.24563 -1.71402
H -3.32171 -1.25762 -3.02434
O 0.80199 0.01395 -0.62424
C 1.46423 -0.34312 -1.54701
O 2.81355 -0.32485 -1.45903
C 3.41239 -0.78058 -2.67033
C 2.29247 -0.78560 -3.71381
C 1.07029 -1.02726 -2.82424
H 3.92160 -1.74362 -2.58463
H 4.20446 -0.08922 -2.96302
H 2.35701 -1.56171 -4.46969
H 2.21324 0.17802 -4.20950
H 0.91884 -2.08513 -2.60481
H 0.14022 -0.60902 -3.18801
O 0.82066 1.37159 1.82333
C 1.76871 2.10839 1.81301
O 2.30991 2.58342 2.94799
C 3.58006 3.22635 2.69651
C 3.91752 2.96726 1.21749
C 2.54968 2.58574 0.61430
H 4.33504 2.77617 3.33428
H 3.43410 4.27808 2.93332
H 4.66567 2.18900 1.11994
H 4.21983 3.87294 0.69472
H 2.67169 1.68722 0.00641
H 2.04414 3.37484 0.06864
C 0.41935 -3.21109 2.09355
C -0.72317 -2.40724 2.65624
C -2.05705 -3.19641 2.73479
F -2.80454 -2.95584 1.60158
F -1.84855 -4.52152 2.79607
F -0.40509 -2.03423 3.95593
F -0.96015 -1.25628 1.99313
O 1.60588 -2.46257 2.10560
C 2.52903 -2.87096 1.19474
C 3.75097 -2.00820 1.49263
F 4.70046 -2.18770 0.54089
F 3.42789 -0.70418 1.52584
F 2.79833 -4.18216 1.37133
F 2.05449 -2.72151 -0.05294
H 0.13322 -3.47253 1.06563
H 0.47680 -4.16491 2.61999
H -2.63604 -2.75094 3.55094
H 4.14955 -2.32078 2.46181
```

Calculated values
calculated total energy	-83817.8496	eV
relative energy (zero: lowest compared OMol25 entry of this formula, charge and spin)	0.00	kcal/mol
orbital gap	9.63	eV

Mulliken population analysis, charges in e, atoms 1 to 6: Li 1.13; O -0.74; C 0.50; O -0.22; B 1.17; O -0.57

=====

DFT (ωB97M-V with the def2-TZVPD basis set) results for C25H28Br57FN3O4 as an isolated structure in a non-equilibrium geometry.

```
118
Properties=species:S:1:pos:R:3
C 3.65483 -0.29753 1.10730
C 2.14124 -0.71236 0.99045
N 1.47998 0.19243 0.03581
C 0.53042 1.12246 0.63977
N 0.19961 2.11994 -0.40283
C 1.09748 1.94934 1.86445
O 1.24683 3.14710 1.71724
O 1.37251 1.42816 3.00933
C -0.84958 0.43029 0.94966
O -1.82689 1.07700 0.89245
N -0.95986 -0.99159 1.25848
C -2.03338 -1.58949 0.57108
O -2.24448 -1.48643 -0.55162
F -2.91527 -2.32727 1.31376
H 4.05110 -0.76525 2.02751
H 3.72864 0.80857 1.18136
H 4.23734 -0.59069 0.19858
H 1.63526 -0.80355 1.96278
H 2.16000 -1.73598 0.53429
H 2.13957 0.66219 -0.56226
H 1.05840 2.57916 -0.69211
H -0.04584 1.54297 -1.21125
H -1.22776 -1.06344 2.24562
C -2.49136 -0.15328 5.43352
Br -1.52469 1.43691 4.94099
Br -2.87698 -1.17659 3.84767
Br -1.58258 -1.19360 6.78887
H -3.43840 0.15832 5.85480
C -4.76306 3.84608 3.89522
Br -4.14651 3.67738 2.06980
Br -5.01438 2.11639 4.72043
Br -3.57237 4.94626 4.93802
H -5.72825 4.33404 3.86357
C -5.94437 -3.54676 3.56006
Br -7.28314 -2.16295 3.69554
Br -5.19979 -3.98976 5.28181
Br -6.59055 -5.09971 2.60581
H -5.13052 -3.13139 2.97712
C 6.52674 -2.76613 -0.39025
Br 7.77265 -3.90754 0.55284
Br 4.72164 -3.45205 -0.30597
Br 6.62829 -0.93449 0.21728
H 6.81903 -2.77175 -1.43309
C -0.99992 8.01260 5.13428
Br 0.31094 6.97763 4.16370
Br -1.76392 6.99838 6.59325
Br -0.28393 9.70554 5.73839
H -1.80574 8.23453 4.44616
C 5.37822 1.77666 4.44267
Br 6.03410 1.98429 2.63808
Br 4.99595 -0.06923 4.86938
Br 6.58287 2.57665 5.72880
H 4.44076 2.31644 4.50144
C -7.17034 0.15611 0.21255
Br -8.10624 -1.50076 -0.12725
Br -5.25450 -0.05797 0.05387
Br -7.82702 1.59285 -0.89476
H -7.37406 0.42770 1.24054
C 9.70505 4.48934 2.66552
Br 9.67214 2.80276 1.71605
Br 7.97736 5.35899 2.65842
Br 10.39921 4.28748 4.45999
H 10.38751 5.13777 2.13294
C -4.17217 2.66507 -2.44762
Br -5.54187 4.02883 -2.34522
Br -3.76407 2.19801 -4.28043
Br -2.58521 3.15761 -1.45940
H -4.57499 1.77731 -1.97568
C 4.34878 -4.43102 -4.45949
Br 5.59365 -5.56682 -3.50554
Br 2.54551 -5.12392 -4.38528
Br 4.44111 -2.59876 -3.85272
H 4.64846 -4.43696 -5.49985
C 4.82641 -4.82300 -9.14590
Br 3.16484 -4.00463 -8.59011
Br 6.22025 -4.57204 -7.83128
Br 4.59178 -6.69016 -9.59889
H 5.14521 -4.31560 -10.04685
C -11.53730 0.91661 -3.43507
Br -10.44739 -0.19933 -2.29327
Br -13.34330 0.24032 -3.59304
Br -11.51403 2.76993 -2.86767
H -11.09874 0.88331 -4.42384
C -4.30273 6.80480 0.52050
Br -3.10327 8.02205 1.42538
Br -6.14556 7.09882 1.03239
Br -4.07569 6.86255 -1.39804
H -4.04049 5.80338 0.84117
C -10.69682 6.10590 -5.07750
Br -12.06213 7.47244 -4.97642
Br -10.28588 5.63459 -6.90740
Br -9.10861 6.60591 -4.09188
H -11.10227 5.21749 -4.60511
C 2.18287 3.95256 5.84604
Br 3.26784 5.41936 5.19719
Br 1.36757 2.95779 4.39558
Br 3.17701 2.80900 7.05983
H 1.37449 4.38807 6.41941
C 7.86116 -8.40355 -7.21178
Br 6.80193 -7.63153 -5.78950
Br 8.90911 -7.06860 -8.14340
Br 8.96145 -9.86418 -6.57649
H 7.16426 -8.81962 -7.93172
C 3.92183 -11.07445 -8.79782
Br 2.60642 -9.69869 -8.46649
Br 4.05620 -11.50199 -10.67926
Br 5.64073 -10.62053 -8.03720
H 3.58036 -11.96934 -8.29241
C 0.79961 -10.22536 -4.73880
Br 2.51167 -9.41204 -4.35540
Br -0.52574 -8.90743 -5.23387
Br 0.95254 -11.61970 -6.07170
H 0.45744 -10.69424 -3.82588
C 2.33962 5.71846 10.23219
Br 1.34225 6.18471 8.64993
Br 2.61495 3.80790 10.32020
Br 3.99755 6.70968 10.33733
H 1.74963 5.99342 11.09612
```

Calculated values
calculated total energy	-4034173.2673	eV
orbital gap	5.74	eV
charge	-1

Mulliken population analysis, charges in e, atoms 1 to 6: C -0.65; C -0.35; N -0.43; C 1.11; N -0.47; C 0.00

=====

Q: calculated total energy of number 1 (C25H28BF8LiO17)?
A: -83817.8496 eV

=====

Q: What is the orbital gap in the first record?
A: 9.63 eV